1.
Here is 2 unconnected molecules or ions with the total composition C4H12 in a non-equilibrium geometry from the OMol25 dataset. Energies are from ωB97M-V/def2-TZVPD.

```
! wB97M-V def2-TZVPD RIJCOSX def2/J DEFGRID3
* xyz 0 1
C 0.0297 1.7066 -0.4032
C 1.0488 2.6068 0.2103
H 0.3436 0.6524 -0.6008
H -0.8931 1.5533 0.1491
H -0.3252 2.1874 -1.4456
H 1.6281 2.1155 1.0280
H 0.5395 3.4374 0.7899
H 1.7625 2.9805 -0.5095
C 0.1962 -2.4379 -0.0502
C -1.2359 -1.8569 0.2526
H 0.9547 -1.6983 -0.2914
H 0.5585 -2.7976 0.9196
H 0.2655 -3.2024 -0.7895
H -1.6909 -1.7470 -0.7746
H -1.3712 -0.9072 0.7202
H -1.8107 -2.5926 0.7951
*
```

Properties
Structure (SMILES): CC.CC
Calculated total energy (Ha): -159.5610
Kohn-Sham gap (eV): 12.549

=====

2.
Here is 2 unconnected molecules or ions with the total composition C4H12 in a non-equilibrium geometry from the OMol25 dataset. Energies are from ωB97M-V/def2-TZVPD.

```
! wB97M-V def2-TZVPD RIJCOSX def2/J DEFGRID3
* xyz 0 1
C 1.9289 1.8200 0.2338
C 2.0517 0.2841 -0.2047
H 1.2337 2.3280 -0.2461
H 1.4121 1.7218 1.1970
H 2.8562 2.2826 0.2301
H 3.0128 0.0921 -0.7403
H 1.1965 0.1083 -0.8871
H 2.0773 -0.5052 0.6385
C -1.9655 -1.3730 0.6212
C -1.9447 -0.7233 -0.7372
H -1.5650 -2.3221 0.7011
H -1.4216 -0.7293 1.4419
H -3.0006 -1.2469 1.0043
H -2.8769 -1.1028 -1.2275
H -1.0698 -0.9251 -1.3286
H -1.9249 0.2908 -0.6963
*
```

Properties
Structure (SMILES): CC.CC
Calculated total energy (Ha): -159.5379
Kohn-Sham gap (eV): 12.451

=====

3.
Here is 2 unconnected molecules or ions with the total composition C4H12 in a non-equilibrium geometry from the OMol25 dataset. Energies are from ωB97M-V/def2-TZVPD.

```
! wB97M-V def2-TZVPD RIJCOSX def2/J DEFGRID3
* xyz 0 1
C -0.6938 -1.5380 -2.5904
C -0.2522 -1.4657 -1.0961
H -0.8573 -2.5965 -2.7949
H -1.6663 -1.0685 -2.7667
H -0.1498 -0.8786 -3.2485
H 0.0359 -0.4355 -0.9174
H 0.6663 -2.0670 -1.0642
H -0.9735 -1.9083 -0.4226
C 0.1902 1.9862 1.3026
C 0.7210 0.9235 2.3138
H -0.8930 2.0680 1.4612
H 0.7184 2.8937 1.5575
H 0.3960 1.8888 0.2499
H 1.3685 0.1215 1.9806
H 1.3583 1.5400 2.9667
H 0.0312 0.5363 3.0686
*
```

Properties
Structure (SMILES): CC.CC
Calculated total energy (Ha): -159.5548
Kohn-Sham gap (eV): 12.556

=====

4.
Here is 2 unconnected molecules or ions with the total composition C4H12 in a non-equilibrium geometry from the OMol25 dataset. Energies are from ωB97M-V/def2-TZVPD.

```
! wB97M-V def2-TZVPD RIJCOSX def2/J DEFGRID3
* xyz 0 1
C -1.1524 -0.5447 -1.3390
C -2.3557 -1.4948 -1.3225
H -1.4505 0.5006 -1.2008
H -0.3973 -0.8954 -0.6423
H -0.8251 -0.5777 -2.3961
H -2.2379 -2.2672 -0.5748
H -2.6987 -1.7360 -2.3253
H -3.3103 -0.9677 -1.0734
C 1.3092 1.0807 1.9805
C 2.2331 0.9596 0.7026
H 0.5937 1.8607 1.7849
H 0.8485 0.0829 1.9876
H 1.7989 1.0993 2.9522
H 2.1632 1.9781 0.2979
H 1.8710 0.2224 -0.0033
H 3.2811 0.7805 0.8921
*
```

Properties
Structure (SMILES): CC.CC
Calculated total energy (Ha): -159.5535
Kohn-Sham gap (eV): 12.328

=====

5.
Here is 2 unconnected molecules or ions with the total composition C4H12 in a non-equilibrium geometry from the OMol25 dataset. Energies are from ωB97M-V/def2-TZVPD.

```
! wB97M-V def2-TZVPD RIJCOSX def2/J DEFGRID3
* xyz 0 1
C -0.9367 -2.1934 0.9149
C -0.4140 -1.7769 2.2309
H -1.9470 -2.0920 0.5995
H -0.5890 -1.6193 0.0086
H -0.8865 -3.2910 0.7100
H -0.1324 -2.5172 2.9850
H 0.6387 -1.2941 2.0495
H -1.1101 -1.2009 2.7726
C 1.0514 2.3554 -0.9653
C 0.2793 1.6429 -2.0751
H 2.0484 2.7058 -1.3908
H 0.5366 3.2495 -0.7308
H 1.1603 1.5273 -0.2358
H 0.2149 0.5852 -2.0024
H 0.8594 1.6502 -3.0944
H -0.6730 2.1287 -2.3030
*
```

Properties
Structure (SMILES): CC.CC
Calculated total energy (Ha): -159.5318
Kohn-Sham gap (eV): 12.210

=====

6.
Here is 2 unconnected molecules or ions with the total composition C4H12 in a non-equilibrium geometry from the OMol25 dataset. Energies are from ωB97M-V/def2-TZVPD.

```
! wB97M-V def2-TZVPD RIJCOSX def2/J DEFGRID3
* xyz 0 1
C 2.4432 -0.7412 -0.7790
C 1.0591 -1.0620 -1.3966
H 3.1839 -1.4801 -1.0927
H 2.8064 0.2168 -1.1498
H 2.3910 -0.6667 0.3136
H 0.4442 -1.5586 -0.6523
H 1.1541 -1.6520 -2.3021
H 0.5414 -0.1257 -1.5879
C -1.7512 1.3182 0.4489
C -1.7652 0.4642 1.7233
H -0.7682 1.7566 0.2779
H -1.9312 0.7396 -0.4613
H -2.4629 2.1474 0.5088
H -2.0151 -0.5800 1.5133
H -2.5318 0.8085 2.4169
H -0.7978 0.4150 2.2190
*
```

Properties
Structure (SMILES): CC.CC
Calculated total energy (Ha): -159.5760
Kohn-Sham gap (eV): 12.899

=====

7.
Here is 2 unconnected molecules or ions with the total composition C4H12 in a non-equilibrium geometry from the OMol25 dataset. Energies are from ωB97M-V/def2-TZVPD.

```
! wB97M-V def2-TZVPD RIJCOSX def2/J DEFGRID3
* xyz 0 1
C 0.3236 -1.6870 -0.0887
C 0.4185 -1.5732 -1.5593
H 0.4015 -0.6375 0.3710
H -0.5541 -2.2256 0.3237
H 1.2271 -2.1271 0.3147
H 0.7291 -2.5656 -2.1361
H 1.1704 -0.9086 -1.8340
H -0.4518 -1.1937 -2.1362
C -0.3342 1.9094 0.2181
C -0.3781 1.3495 1.5942
H -1.0294 2.7890 0.1765
H 0.5538 2.0204 -0.3794
H -0.8520 1.1548 -0.4636
H 0.4104 0.5710 1.6465
H -1.3868 0.9692 1.5938
H -0.2480 2.1548 2.3587
*
```

Properties
Structure (SMILES): CC.CC
Calculated total energy (Ha): -159.5483
Kohn-Sham gap (eV): 12.271

=====

8.
Here is 2 unconnected molecules or ions with the total composition C4H12 in a non-equilibrium geometry from the OMol25 dataset. Energies are from ωB97M-V/def2-TZVPD.

```
! wB97M-V def2-TZVPD RIJCOSX def2/J DEFGRID3
* xyz 0 1
C 1.4133 1.1681 -0.8129
C 0.7424 0.2860 -2.0564
H 1.9432 0.4863 -0.0200
H 1.9945 1.8638 -1.3298
H 0.4764 1.6216 -0.2883
H 1.2702 0.6032 -2.9825
H 0.8613 -0.7604 -1.7547
H -0.3430 0.4711 -2.1026
C -0.6488 -1.2805 1.7365
C -1.5757 -0.2504 1.1161
H 0.2829 -0.7636 2.0772
H -1.3020 -1.7287 2.4293
H -0.1641 -2.0508 1.1286
H -0.7979 0.4921 0.7418
H -2.1063 -0.6192 0.2364
H -2.0465 0.4613 1.8815
*
```

Properties
Structure (SMILES): CC.CC
Calculated total energy (Ha): -159.5275
Kohn-Sham gap (eV): 12.152

=====

9.
Here is 2 unconnected molecules or ions with the total composition C4H12 in a non-equilibrium geometry from the OMol25 dataset. Energies are from ωB97M-V/def2-TZVPD.

```
! wB97M-V def2-TZVPD RIJCOSX def2/J DEFGRID3
* xyz 0 1
C -2.3617 -1.0802 0.8786
C -1.8652 0.3446 1.0450
H -2.5928 -1.3237 -0.2324
H -1.8678 -1.8552 1.2737
H -3.3811 -1.1333 1.4352
H -1.0500 0.2926 1.7005
H -2.6583 0.9658 1.4591
H -1.7075 0.9122 0.1257
C 2.5353 0.2047 -0.2955
C 1.7459 0.5375 -1.6277
H 2.6494 -0.9199 -0.0392
H 3.4832 0.7723 -0.3781
H 1.9714 0.5685 0.5812
H 2.2955 -0.1604 -2.4049
H 0.6938 0.2667 -1.4804
H 1.8379 1.5748 -2.0425
*
```

Properties
Structure (SMILES): CC.CC
Calculated total energy (Ha): -159.5424
Kohn-Sham gap (eV): 12.393

=====

10.
Here is 2 unconnected molecules or ions with the total composition C4H12 in a non-equilibrium geometry from the OMol25 dataset. Energies are from ωB97M-V/def2-TZVPD.

```
! wB97M-V def2-TZVPD RIJCOSX def2/J DEFGRID3
* xyz 0 1
C -2.2912 -1.0472 0.4924
C -1.4946 -0.4042 1.6094
H -2.7154 -2.0166 0.7619
H -3.1487 -0.4246 0.2382
H -1.7598 -1.2951 -0.4286
H -1.7305 -0.7839 2.6031
H -1.6519 0.6696 1.6852
H -0.4238 -0.5621 1.4751
C 1.8828 0.5658 -1.7614
C 1.9725 0.9461 -0.2870
H 1.0420 1.0257 -2.2864
H 2.7279 0.7263 -2.4291
H 1.6255 -0.4973 -1.8436
H 2.9560 0.8499 0.1601
H 1.6943 1.9949 -0.2121
H 1.3149 0.2527 0.2226
*
```

Properties
Structure (SMILES): CC.CC
Calculated total energy (Ha): -159.5720
Kohn-Sham gap (eV): 12.810

=====

11.
Here is 2 unconnected molecules or ions with the total composition C4H12 in a non-equilibrium geometry from the OMol25 dataset. Energies are from ωB97M-V/def2-TZVPD.

```
! wB97M-V def2-TZVPD RIJCOSX def2/J DEFGRID3
* xyz 0 1
C 0.3918 -0.0265 -1.7252
C 1.4522 -0.7396 -2.5624
H 0.5080 -0.3951 -0.7047
H 0.6619 1.0293 -1.6397
H -0.6012 -0.0881 -2.1670
H 2.4104 -0.6129 -2.0635
H 1.6641 -0.2012 -3.4961
H 1.3249 -1.7868 -2.7713
C -0.7288 1.1081 2.1830
C -1.1187 -0.3598 2.1153
H -0.3040 1.4743 1.2430
H -1.5617 1.6990 2.5455
H 0.1020 1.2695 2.8701
H -0.2783 -0.9763 1.7928
H -1.9431 -0.5744 1.4444
H -1.4110 -0.7189 3.1061
*
```

Properties
Structure (SMILES): CC.CC
Calculated total energy (Ha): -159.5774
Kohn-Sham gap (eV): 12.874

=====

12.
Here is 2 unconnected molecules or ions with the total composition C4H12 in a non-equilibrium geometry from the OMol25 dataset. Energies are from ωB97M-V/def2-TZVPD.

```
! wB97M-V def2-TZVPD RIJCOSX def2/J DEFGRID3
* xyz 0 1
C -0.2369 0.6570 -1.8312
C 1.1647 0.0591 -2.0646
H -0.7466 0.8001 -2.7890
H -0.8864 0.0611 -1.2040
H -0.1572 1.6814 -1.4628
H 1.7875 0.6961 -2.6879
H 1.6805 -0.1491 -1.1276
H 0.9817 -0.9089 -2.5305
C 0.1840 -0.5971 2.2670
C -1.1080 -0.1055 1.6453
H 0.1365 -1.4721 2.9018
H 0.9103 -0.7430 1.4617
H 0.6640 0.1253 2.9432
H -0.9519 0.3779 0.6975
H -1.7080 0.5239 2.3079
H -1.7141 -1.0062 1.4731
*
```

Properties
Structure (SMILES): CC.CC
Calculated total energy (Ha): -159.5748
Kohn-Sham gap (eV): 12.763

=====

13.
Here is 2 unconnected molecules or ions with the total composition C4H12 in a non-equilibrium geometry from the OMol25 dataset. Energies are from ωB97M-V/def2-TZVPD.

```
! wB97M-V def2-TZVPD RIJCOSX def2/J DEFGRID3
* xyz 0 1
C -2.2064 0.5789 0.6906
C -1.5700 1.6524 1.4875
H -1.4884 -0.1337 0.0148
H -2.7186 -0.2182 1.2678
H -2.9466 0.8585 -0.0662
H -2.2654 2.0865 2.1904
H -0.7391 1.1974 1.9214
H -1.3156 2.5432 0.8658
C 2.6341 -1.1047 -1.0376
C 1.1441 -1.1172 -1.1289
H 2.9373 0.0131 -0.9992
H 3.0768 -1.6151 -0.2138
H 3.1071 -1.5324 -1.9085
H 0.7568 -0.2522 -0.5769
H 0.8267 -1.0253 -2.0658
H 0.7579 -1.9782 -0.4988
*
```

Properties
Structure (SMILES): CC.CC
Calculated total energy (Ha): -159.5471
Kohn-Sham gap (eV): 12.291

=====

14.
Here is 2 unconnected molecules or ions with the total composition C4H12 in a non-equilibrium geometry from the OMol25 dataset. Energies are from ωB97M-V/def2-TZVPD.

```
! wB97M-V def2-TZVPD RIJCOSX def2/J DEFGRID3
* xyz 0 1
C -0.9580 -2.2463 -0.8726
C 0.4174 -1.6002 -1.0216
H -0.8854 -3.3202 -0.7239
H -1.5000 -1.8719 -0.0014
H -1.5678 -2.0630 -1.7542
H 0.6139 -1.0317 -1.9309
H 1.2784 -2.2624 -0.9196
H 0.5611 -0.8700 -0.2235
C -0.1783 2.3642 0.4772
C 0.6435 1.4619 1.4052
H 0.4666 3.0972 -0.0117
H -0.5778 1.7778 -0.3515
H -0.9585 2.9220 0.9899
H 0.4546 0.4119 1.2229
H 0.4707 1.6582 2.4652
H 1.7195 1.5725 1.2505
*
```

Properties
Structure (SMILES): CC.CC
Calculated total energy (Ha): -159.5733
Kohn-Sham gap (eV): 12.715

=====

15.
Here is 2 unconnected molecules or ions with the total composition C4H12 in a non-equilibrium geometry from the OMol25 dataset. Energies are from ωB97M-V/def2-TZVPD.

```
! wB97M-V def2-TZVPD RIJCOSX def2/J DEFGRID3
* xyz 0 1
C 0.5208 -1.1003 -0.9153
C 1.3331 -1.8144 0.2345
H -0.4114 -0.7880 -0.4837
H 1.0555 -0.2038 -1.3008
H 0.5305 -1.6500 -1.8265
H 1.7224 -2.6152 -0.4232
H 0.6322 -2.2740 0.9548
H 2.0406 -1.1652 0.7443
C -0.2348 1.6809 0.6372
C -1.6162 1.3533 0.1138
H 0.4289 0.7900 0.5799
H 0.3636 2.4815 0.1993
H -0.2980 1.6888 1.7237
H -2.4698 2.0617 0.1750
H -1.6933 1.1359 -0.9724
H -1.9039 0.4188 0.5594
*
```

Properties
Structure (SMILES): CC.CC
Calculated total energy (Ha): -159.5478
Kohn-Sham gap (eV): 12.329

=====

Relative energy (zero: lowest compared OMol25 entry of this formula, charge and spin)
In order: 15.1, 29.5, 18.9, 19.8, 33.4, 5.6, 23.0, 36.1, 26.7, 8.1, 4.8, 6.4, 23.8, 7.3, 23.3
Unit: kcal per mole